30
Properties=species:S:1:pos:R:3 method="wB97M-V/def2-TZVPD" relative_energy_ev=1.645 lumo_ha=0.06389 total_charge=-1
O -0.40 -0.41 0.81
H -0.50 -0.41 -0.26
H 0.29 -0.88 0.84
H -0.53 0.53 0.99
S -0.75 1.09 -2.57
O -0.47 0.03 -1.63
O -2.16 1.42 -2.35
O 0.03 2.19 -2.34
O -0.65 0.66 -3.93
O 1.23 -1.88 -2.04
H 0.67 -1.17 -1.75
H 1.94 -1.88 -1.35
O 0.68 -1.33 3.74
H 0.00 -0.89 3.96
H 1.34 -0.75 4.05
O -2.38 -1.76 -1.78
H -2.16 -1.91 -2.69
H -1.84 -0.86 -1.89
O 0.83 1.63 2.54
H 1.54 1.18 3.12
H 1.31 1.98 1.76
O 1.46 2.22 0.00
H 1.01 2.37 -0.89
H 2.36 1.77 -0.10
O 1.74 -1.99 1.10
H 1.83 -1.92 2.10
H 1.89 -2.89 0.66
O -2.74 1.05 0.19
H -2.53 0.91 -0.62
H -3.02 1.89 0.35

=====

40
Properties=species:S:1:pos:R:3 method="wB97M-V/def2-TZVPD" lumo_ha="0.07858 / 0.02454" multiplicity=5 total_charge=-1
Rh -0.15 0.62 0.43
Br -1.80 -6.11 -1.44
C -0.86 -4.51 -1.09
C 0.57 -4.53 -1.01
Br 1.49 -6.15 -1.27
C 1.27 -3.38 -0.75
Br 3.14 -3.33 -0.65
C 0.60 -2.13 -0.53
O 1.22 -1.07 -0.31
C -0.87 -2.11 -0.61
O -1.48 -1.03 -0.46
C -1.55 -3.34 -0.90
Br -3.42 -3.23 -1.00
F 1.96 1.06 2.83
C 0.84 0.51 3.36
C -0.22 0.19 2.54
C -1.31 -0.36 3.19
F -2.41 -0.72 2.48
C -1.37 -0.57 4.55
F -2.45 -1.11 5.14
C -0.28 -0.23 5.33
F -0.31 -0.42 6.66
C 0.84 0.33 4.73
F 1.89 0.67 5.49
C -1.06 1.52 -3.02
Si 0.26 2.51 -2.11
C 0.33 4.22 -2.92
C 1.93 1.70 -2.37
C -0.15 2.59 -0.30
H -0.83 1.45 -4.08
H -2.04 1.98 -2.91
H -1.14 0.50 -2.62
H 0.56 4.14 -3.99
H 1.10 4.84 -2.46
H -0.62 4.74 -2.82
H 2.17 1.64 -3.44
H 1.96 0.69 -1.97
H 2.73 2.27 -1.89
H -1.14 3.01 -0.11
H 0.59 3.15 0.28

=====

20
Properties=species:S:1:pos:R:3 method="wB97M-V/def2-TZVPD" relative_energy_ev=5.777 lumo_ha=-0.04008 total_charge=-1
C 0.44 1.79 -0.25
C 1.11 2.78 0.32
S 2.96 5.04 -0.34
C -0.32 0.77 0.55
N -0.09 -0.58 0.05
C -1.23 -1.45 -0.11
C -0.80 -2.92 -0.05
S -2.41 -3.87 -0.15
H 0.43 1.57 -1.31
H -0.61 -10.82 1.75
H 1.82 3.30 -0.33
H 1.14 3.08 1.38
H -1.24 -10.45 1.91
H -0.15 0.93 1.63
H -1.37 1.08 0.39
H 0.65 -0.58 -0.62
H -1.87 -1.40 0.78
H -1.96 -1.43 -0.92
H -0.01 -3.25 -0.74
H -0.42 -3.07 0.94

=====

11
Properties=species:S:1:pos:R:3 method="wB97M-V/def2-TZVPD" relative_energy_ev=5.053 lumo_ha="-0.02420 / -0.01324" total_charge=0
C -1.40 0.63 0.33
O -0.78 -0.41 0.77
C 0.48 -0.78 0.58
C 1.53 0.09 0.11
O 2.69 -0.26 0.02
H -0.87 1.48 -0.08
H -0.88 -0.17 -1.56
H -2.46 0.64 0.55
H -0.24 -0.59 -1.53
H 0.69 -1.76 0.97
H 1.23 1.13 -0.16

=====

28
Properties=species:S:1:pos:R:3 method="wB97M-V/def2-TZVPD" relative_energy_ev=5.670 lumo_ha="0.01281 / -0.04876" total_charge=0
C 2.60 0.08 0.60
C 3.71 0.97 0.53
C 3.09 -1.13 0.17
C 4.79 0.22 0.09
C -1.47 0.38 -1.99
C -2.73 -0.10 1.34
C -0.50 0.40 -0.84
C -1.21 -0.35 1.43
N 4.42 -1.08 -0.10
N -0.72 -0.73 0.08
O 2.45 -2.32 0.10
O 6.04 0.57 -0.20
P -0.33 -2.38 -0.33
H 1.54 0.34 0.69
H 3.76 1.92 1.08
H -1.13 0.54 -2.96
H -2.10 -0.59 -2.11
H -2.17 1.26 -1.79
H -3.31 -0.63 2.16
H -2.99 1.01 1.41
H -3.09 -0.43 0.46
H 0.50 0.08 -1.10
H -0.37 1.37 -0.28
H -0.65 0.46 1.89
H -1.06 -1.20 2.02
H 3.21 -2.92 0.10
H 6.39 1.48 0.00
H 0.14 -2.17 -1.61

=====

88
Properties=species:S:1:pos:R:3 method="wB97M-V/def2-TZVPD" lumo_ha="-0.36459 / -0.36575" multiplicity=2 total_charge=+3
Fe 1.45 0.53 1.20
C -0.71 -2.63 2.50
C -0.07 -1.95 1.48
N 0.57 -0.88 2.00
N 0.34 -0.86 3.33
C -0.42 -1.91 3.66
B 0.92 0.32 4.20
N 2.42 0.44 3.81
C 3.50 0.56 4.58
C 4.61 0.74 3.76
C 4.12 0.70 2.48
N 2.78 0.51 2.52
N 0.27 1.60 3.61
C -0.50 2.59 4.07
C -0.77 3.47 3.04
C -0.13 2.92 1.94
N 0.49 1.79 2.30
N 0.77 0.07 5.65
C 0.43 0.81 6.75
C 0.64 0.05 7.86
C 1.13 -1.18 7.36
N 1.22 -1.17 6.04
H -1.28 -3.54 2.43
H 0.00 -2.17 0.43
H -0.68 -2.10 4.68
H 3.42 0.50 5.65
H 5.64 0.87 4.07
H 4.64 0.82 1.54
H -0.82 2.63 5.10
H -1.34 4.38 3.08
H -0.04 3.32 0.94
H 0.09 1.83 6.69
H 0.47 0.32 8.88
H 1.42 -2.06 7.91
C 3.71 -1.07 -0.27
O 2.58 -0.15 -0.29
C 2.27 0.46 -1.51
C 3.10 0.49 -2.61
C 2.64 1.17 -3.74
Br 3.76 1.25 -5.25
C 1.40 1.77 -3.78
C 0.55 1.70 -2.67
C 1.02 1.05 -1.54
O 0.28 0.96 -0.35
C -0.76 2.36 -2.69
N -1.01 3.43 -3.37
C -2.32 3.76 -3.08
C -3.10 4.82 -3.57
C -4.40 4.89 -3.15
C -4.94 3.94 -2.25
C -4.18 2.90 -1.75
C -2.87 2.84 -2.18
N -1.83 1.94 -1.89
H 4.63 -0.53 -0.46
H 3.55 -1.84 -1.02
H 3.72 -1.50 0.73
H 4.07 0.03 -2.62
H 1.07 2.32 -4.65
H -0.50 1.56 -0.36
H -2.68 5.54 -4.26
H -5.03 5.69 -3.50
H -5.97 4.04 -1.95
H -4.60 2.18 -1.06
H -2.02 0.97 -1.70
Ge -0.03 -2.28 -3.17
C 0.17 -3.91 -2.29
C 1.43 -4.53 -2.34
C 1.59 -5.81 -1.84
C 0.50 -6.48 -1.31
C -0.76 -5.88 -1.26
C -0.93 -4.61 -1.75
C -1.57 -1.25 -3.44
C -2.80 -1.46 -2.77
C -3.91 -0.74 -3.15
C -3.83 0.17 -4.21
C -2.63 0.38 -4.88
C -1.50 -0.32 -4.49
H 1.22 -1.72 -3.84
H 2.28 -4.02 -2.78
H 2.56 -6.29 -1.89
H 0.63 -7.49 -0.94
H -1.60 -6.43 -0.85
H -1.92 -4.16 -1.73
H -2.88 -2.18 -1.96
H -4.86 -0.90 -2.65
H -4.72 0.72 -4.51
H -2.58 1.08 -5.69
H -0.57 -0.16 -5.01

=====

75
Properties=species:S:1:pos:R:3 method="wB97M-V/def2-TZVPD" relative_energy_ev=0.334 lumo_ha="-0.35823 / -0.46684" multiplicity=3 total_charge=+3
Au -0.39 -1.34 -1.40
P 0.08 1.82 1.01
P -2.35 -0.21 -0.77
P 1.83 -0.72 -0.83
H -1.70 -3.36 -5.76
C -0.93 -3.91 -5.22
C -0.61 -3.74 -3.94
H -1.09 -2.95 -3.36
C 0.47 3.44 0.17
C -1.19 2.44 2.20
C 1.46 1.80 2.24
C -3.47 -0.98 -1.96
C -3.17 -0.51 0.83
C -2.75 1.55 -1.03
C 2.62 -1.79 -2.10
C 2.80 -1.16 0.68
C 2.72 0.86 -1.20
H -0.42 -4.65 -5.82
H 0.17 -4.36 -3.48
H 0.59 4.25 0.90
H -0.32 3.68 -0.54
H 1.37 3.31 -0.44
H -0.91 3.41 2.62
H -1.32 1.73 3.02
H -2.15 2.52 1.69
H 1.36 2.69 2.88
H 2.43 1.78 1.75
H 1.39 0.91 2.86
H -4.44 -0.49 -1.91
H -3.56 -2.04 -1.72
H -3.01 -0.85 -2.95
H -4.23 -0.25 0.64
H -2.77 0.17 1.60
H -3.06 -1.55 1.18
H -3.85 1.55 -1.10
H -2.34 1.94 -1.96
H -2.43 2.22 -0.23
H 3.70 -1.59 -2.13
H 2.13 -1.55 -3.05
H 2.42 -2.84 -1.83
H 3.71 -1.69 0.34
H 2.20 -1.79 1.37
H 3.13 -0.25 1.21
H 3.69 0.57 -1.62
H 2.90 1.51 -0.33
H 2.18 1.46 -1.95
C 0.20 1.38 -5.55
C -0.11 0.00 -5.37
C 0.18 -0.92 -6.39
C 0.84 -0.45 -7.53
C 1.31 0.85 -7.61
C 1.04 1.77 -6.60
Se -0.58 2.67 -4.39
H -0.01 2.29 -3.06
H -0.57 -0.33 -4.45
H -0.09 -1.99 -6.30
H 1.01 -1.15 -8.35
H 1.89 1.14 -8.48
H 1.42 2.78 -6.64
C -0.31 -0.85 5.08
O -0.27 -1.19 3.65
P -0.85 -2.58 3.01
O -0.32 -3.74 4.02
C 1.09 -3.90 4.32
O 0.18 -2.80 1.76
C 0.09 -3.94 0.89
H -0.23 0.23 5.20
H 0.54 -1.33 5.59
H -1.28 -1.20 5.46
H 1.68 -3.00 4.06
H 1.18 -4.07 5.39
H 1.49 -4.80 3.84
H 1.14 -4.23 0.72
H -0.54 -4.75 1.31
H -0.35 -3.58 -0.06

=====

60
Properties=species:S:1:pos:R:3 method="wB97M-V/def2-TZVPD" relative_energy_ev=0.206 lumo_ha=-0.22063 total_charge=+2
In 0.31 0.21 0.50
C -0.56 -3.85 1.05
As -0.10 -2.13 1.78
C -1.32 -1.90 3.26
C 1.63 -2.37 2.63
C 2.06 -3.66 2.90
C 3.28 -3.88 3.52
C 4.08 -2.80 3.87
C 3.66 -1.51 3.60
C 2.44 -1.28 2.98
As 1.92 0.55 2.62
C 3.55 1.47 2.18
C 1.37 1.27 4.33
H -0.74 -4.56 1.86
H 0.24 -4.22 0.40
H -1.47 -3.75 0.46
H -1.11 -2.66 4.01
H -2.35 -2.02 2.91
H -1.21 -0.91 3.69
H 1.45 -4.52 2.64
H 3.61 -4.89 3.73
H 5.04 -2.96 4.36
H 4.30 -0.68 3.88
H 4.18 1.56 3.07
H 3.30 2.47 1.82
H 4.08 0.92 1.41
H 2.15 1.03 5.05
H 0.43 0.82 4.65
H 1.26 2.35 4.25
O 0.24 1.90 -0.59
C 0.92 2.30 -1.67
C 0.67 3.60 -2.13
C 1.34 4.11 -3.22
C 2.28 3.34 -3.90
C 2.53 2.06 -3.47
C 1.85 1.50 -2.36
C 2.14 0.12 -2.00
N 1.75 -0.57 -0.92
C 2.28 -1.84 -1.01
C 3.01 -1.93 -2.14
N 2.90 -0.70 -2.75
H -0.06 4.18 -1.59
H 1.12 5.12 -3.54
H 2.82 3.74 -4.74
H 3.28 1.49 -4.00
H 2.14 -2.59 -0.24
H 3.59 -2.73 -2.57
H 3.31 -0.46 -3.64
N -6.60 2.79 2.40
C -5.56 2.38 2.12
C -4.26 1.87 1.77
C -4.13 0.59 1.24
C -2.86 0.14 0.93
N -1.77 0.89 1.11
C -1.90 2.13 1.59
C -3.13 2.66 1.94
H -4.99 -0.04 1.08
H -2.72 -0.85 0.51
H -1.00 2.72 1.67
H -3.20 3.67 2.32